w.
A single CH3NO4 molecule. Source: the OMol25 dataset; level of theory: wB97M-V/def2-TZVPD.

```
! RIJCOSX wB97M-V def2-TZVPD def2/J DEFGRID3
* xyz 0 1
C 0.19553 0.09197 -0.07400
N -0.80610 2.82129 0.98670
O -0.76118 2.86008 -0.18848
O -1.35257 3.52023 1.78463
O 0.84462 1.08879 0.80600
O -0.13590 1.72005 1.64066
H 1.04550 -0.27823 -0.71749
H -0.68982 0.61488 -0.54905
H -0.10555 -0.75242 0.47028
*
```

HOMO energy, eV: -11.38
HOMO-LUMO gap, eV: 11.6539
Structure (SMILES): COO[N+](=O)[O-]

Here are the Mulliken charges for atoms 1 to 4, given in e: -0.388 1.091 -0.491 -0.541



x.
2 unconnected molecules or ions with the total composition CH3NO4. Source: the OMol25 dataset; level of theory: wB97M-V/def2-TZVPD.

```
! RIJCOSX wB97M-V def2-TZVPD def2/J DEFGRID3
* xyz 0 1
C -0.08799 1.14197 0.79570
N -0.26950 -1.48976 -1.12891
O -0.48975 -0.56265 -1.80274
O -0.47667 -2.61474 -1.03241
O 0.96367 0.43202 0.11121
O 0.84617 -0.91112 0.31741
H 0.25547 2.20713 0.51851
H 0.18989 1.00730 1.84937
H -0.93128 0.78985 0.37186
*
```

HOMO energy (alpha / beta), eV: -9.72 / -9.85
HOMO-LUMO gap (alpha / beta), eV: 9.1908 / 9.3103

Here are the Mulliken charges for atoms 1 to 4, given in e: -0.427 0.997 -0.379 -0.449



Which of them is the most stable, and which is the least stable? w and x, in that order.



w.
A molecular structure, C40H45N4O4RbSSb2. Source: the OMol25 dataset; level of theory: wB97M-V/def2-TZVPD.

```
! RIJCOSX wB97M-V def2-TZVPD def2/J DEFGRID3
* xyz -2 1
Rb 0.79615 0.64778 -0.03009
O -0.07653 2.40650 1.86736
C -0.84859 3.41113 1.78776
C -0.66721 4.54650 2.64401
C -1.42955 5.68403 2.54364
C -2.44684 5.79006 1.58597
C -2.67138 4.70248 0.76452
C -1.93757 3.51516 0.84876
C -2.37494 2.43380 -0.03650
N -2.06370 1.20469 0.02227
C -2.71224 0.30599 -0.92131
C -1.88144 -0.94090 -1.19975
N -1.91132 -1.82968 -0.04171
C -1.36600 -2.96984 -0.13372
C -0.65511 -3.55411 -1.30153
C -1.20694 -4.64835 -1.95293
C -0.60678 -5.22196 -3.06754
C 0.59171 -4.66814 -3.52102
C 1.18005 -3.60249 -2.87230
C 0.60715 -3.00836 -1.70798
O 1.18599 -2.07628 -1.05511
H 0.13465 4.47604 3.37075
H -1.23033 6.51718 3.21145
H -3.03782 6.69236 1.49227
H -3.46116 4.75490 0.01884
H -3.10153 2.76810 -0.80018
H -2.94999 0.81663 -1.86570
H -3.65386 -0.03596 -0.47519
H -0.85160 -0.68277 -1.45425
H -2.28079 -1.45418 -2.08273
H -1.45573 -3.60540 0.75432
H -2.14550 -5.05379 -1.58210
H -1.06192 -6.06477 -3.57276
H 1.07558 -5.08434 -4.39993
H 2.11025 -3.17904 -3.23635
C 4.11714 -3.34999 0.61404
Sb 2.95348 -1.74724 1.46546
C 4.50433 -1.17691 2.86441
C 1.83721 -3.09221 2.82462
C 2.28021 -2.99896 4.24724
C 3.42757 -3.69406 4.63614
C 3.96676 -3.58603 5.90723
C 3.34961 -2.75889 6.83472
C 2.18842 -2.09169 6.47744
C 1.61637 -2.20644 5.20760
C 0.31927 -1.51470 4.93319
Sb 0.33299 0.17634 3.50294
C 1.47824 1.46774 4.78385
C -1.60230 0.79188 4.18630
H 4.51739 -4.00344 1.39104
H 4.93992 -2.92207 0.03945
H 3.47653 -3.91742 -0.06221
H 4.99722 -2.02498 3.33794
H 4.08734 -0.53019 3.63815
H 5.23283 -0.59839 2.29239
H 2.01295 -4.09284 2.42630
H 0.78463 -2.85043 2.68730
H 3.91884 -4.32099 3.89867
H 4.86539 -4.13371 6.16567
H 3.75886 -2.64349 7.83150
H 1.68648 -1.46692 7.20907
H -0.11165 -1.15417 5.86976
H -0.39867 -2.21089 4.48827
H 0.88816 1.78519 5.64518
H 1.77610 2.33746 4.20120
H 2.36612 0.93621 5.13091
H -1.64711 0.75795 5.27618
H -2.35915 0.13112 3.76366
H -1.78245 1.80505 3.83146
C 6.96905 -2.55574 -3.36694
C 6.10258 -1.39540 -2.95174
C 4.79029 -1.60011 -2.53906
C 3.99192 -0.54291 -2.12610
C 4.51461 0.74247 -2.12276
C 5.81579 0.97096 -2.54384
C 6.60307 -0.09572 -2.95396
S 3.50615 2.09093 -1.52596
O 4.19879 3.30134 -1.93102
O 3.37039 1.88107 -0.09587
N 2.08090 1.87656 -2.13830
C 1.82588 1.91512 -3.47815
C 2.74812 2.30112 -4.48136
C 2.37174 2.24611 -5.80323
C 1.08782 1.82862 -6.14346
C 0.24398 1.49314 -5.09768
N 0.57924 1.52616 -3.81498
H 6.36826 -3.44797 -3.54300
H 7.69981 -2.79575 -2.59032
H 7.52301 -2.33073 -4.28063
H 4.37722 -2.60316 -2.53105
H 2.97433 -0.74253 -1.80554
H 6.19578 1.98416 -2.54499
H 7.62204 0.08503 -3.28195
H 3.72972 2.64971 -4.19520
H 3.07977 2.53341 -6.57360
H 0.75366 1.76647 -7.17063
H -0.77190 1.16513 -5.30596
*
```

HOMO energy, eV: -2.29
HOMO-LUMO gap, eV: 6.1763

Here are the Mulliken charges for atoms 1 to 4, given in e: 1.061 0.111 -0.375 -0.397



x.
A molecular structure, C40H45N4O4RbSSb2. Source: the OMol25 dataset; level of theory: wB97M-V/def2-TZVPD.

```
! RIJCOSX wB97M-V def2-TZVPD def2/J DEFGRID3
* xyz -2 1
Rb 0.58611 -0.51857 -0.96520
O 3.11372 -1.96499 -1.17513
C 3.57847 -2.24713 -2.33280
C 4.97817 -2.35651 -2.60396
C 5.45799 -2.65360 -3.86066
C 4.59283 -2.87133 -4.94132
C 3.22849 -2.76650 -4.71394
C 2.71391 -2.45726 -3.45886
C 1.26260 -2.42188 -3.19169
N 0.29140 -1.89279 -3.81853
C 0.43742 -1.08175 -5.02476
C 1.45334 0.07502 -5.01765
N 1.55083 0.95009 -3.85180
C 0.58408 1.54053 -3.26515
C -0.86799 1.62606 -3.47901
C -1.46936 1.54222 -4.73764
C -2.82966 1.69439 -4.92307
C -3.62841 1.94432 -3.79688
C -3.07361 2.06849 -2.54633
C -1.66713 1.92999 -2.31724
O -1.17138 2.06788 -1.14524
H 5.65943 -2.18951 -1.77690
H 6.53082 -2.72114 -4.01626
H 4.97496 -3.11408 -5.92520
H 2.53805 -2.94204 -5.53363
H 0.96772 -2.94879 -2.27707
H -0.55692 -0.69584 -5.22785
H 0.69830 -1.71714 -5.87960
H 1.25326 0.67741 -5.91453
H 2.44873 -0.34136 -5.15025
H 0.89774 2.11821 -2.39051
H -0.83738 1.38356 -5.60412
H -3.26575 1.62024 -5.91096
H -4.70263 2.05052 -3.91587
H -3.69103 2.28000 -1.67926
C 5.33090 -1.24557 1.14502
Sb 3.27938 -0.56836 1.26059
C 2.71555 -2.35453 2.30813
C 3.77902 0.51607 3.13429
C 2.61570 0.90673 3.98826
C 2.25353 0.08028 5.05599
C 1.18559 0.36894 5.89010
C 0.45751 1.53245 5.67859
C 0.80307 2.36477 4.62508
C 1.85473 2.07184 3.75180
C 2.09573 2.97307 2.57970
Sb 0.79755 2.46583 0.84151
C 1.16719 4.40533 -0.05933
C -0.94615 3.20576 1.85757
H 5.68850 -1.54505 2.13287
H 5.98107 -0.46269 0.74441
H 5.34700 -2.09824 0.46583
H 3.42425 -2.53080 3.12079
H 2.75117 -3.18743 1.60368
H 1.70658 -2.26248 2.70956
H 4.36462 1.38200 2.81506
H 4.44185 -0.15963 3.67950
H 2.82865 -0.82537 5.22244
H 0.92517 -0.30893 6.69460
H -0.38037 1.78450 6.31788
H 0.22710 3.26759 4.45122
H 3.12417 2.93427 2.21793
H 1.84935 4.00939 2.82218
H 1.04946 5.20824 0.67298
H 0.43886 4.52970 -0.86429
H 2.17322 4.44623 -0.48510
H -0.70240 4.14919 2.35152
H -1.29247 2.48151 2.59543
H -1.72073 3.35931 1.10495
C -5.99614 1.90331 3.19281
C -4.75790 1.10142 2.87470
C -4.27242 0.14732 3.76309
C -3.12541 -0.58200 3.46891
C -2.45679 -0.34429 2.28104
C -2.92322 0.60647 1.37634
C -4.06967 1.31868 1.68168
S -1.00849 -1.28394 1.84626
O -0.90157 -2.34902 2.82508
O 0.09813 -0.33444 1.82893
N -1.23271 -1.73694 0.37129
C -2.34136 -2.41662 -0.06689
C -3.29804 -3.04398 0.76601
C -4.37747 -3.67971 0.19355
C -4.50923 -3.70802 -1.19210
C -3.51825 -3.07912 -1.92899
N -2.47498 -2.44840 -1.40443
H -6.50315 1.51151 4.07603
H -6.69995 1.88492 2.35816
H -5.74437 2.94929 3.38543
H -4.80125 -0.03180 4.69392
H -2.73949 -1.33368 4.14624
H -2.38451 0.79790 0.44932
H -4.43352 2.06496 0.98160
H -3.15688 -3.04207 1.83842
H -5.11526 -4.16313 0.82563
H -5.34099 -4.20056 -1.67858
H -3.56657 -3.06877 -3.01531
*
```

HOMO energy, eV: -2.20
HOMO-LUMO gap, eV: 6.0829

Here are the Mulliken charges for atoms 1 to 4, given in e: 1.392 -0.532 -0.181 -0.553



Which of them is the most stable, and which is the least stable? w and x, in that order.



w.
7 unconnected molecules or ions with the total composition C28H42O21. Source: the OMol25 dataset; level of theory: wB97M-V/def2-TZVPD.

```
! RIJCOSX wB97M-V def2-TZVPD def2/J DEFGRID3
* xyz 0 1
C -3.11144 -0.61355 -0.68463
C -1.60767 -0.70960 -1.05444
C -0.70940 0.50423 -0.75311
O 0.34046 -0.13320 -0.02579
C -0.00129 -1.37276 0.38341
O 0.68671 -2.05968 1.08585
O -1.17262 -1.71907 -0.11152
H -3.25300 -0.06282 0.24274
H -3.63495 -1.56480 -0.71895
H -3.58050 -0.04386 -1.49871
H -1.52652 -1.09943 -2.06886
H -1.24000 1.31859 -0.24785
H -0.50074 1.00459 -1.70047
C -6.33960 5.54353 0.63250
C -5.28400 4.45086 0.43630
C -5.32643 3.82232 -0.99155
O -3.95804 3.53982 -1.21278
C -3.19807 4.15237 -0.30867
O -2.02046 3.99699 -0.16235
O -3.95943 4.97531 0.44846
H -6.47947 6.21565 -0.21140
H -6.01613 6.15930 1.47166
H -7.26454 5.00774 0.84363
H -5.43183 3.63643 1.14766
H -5.73437 4.46295 -1.77209
H -5.88580 2.89016 -0.90567
C 1.91009 3.20299 -5.70882
C 2.00192 1.67522 -5.79559
C 3.31811 0.93763 -5.45435
O 2.79090 -0.24364 -4.78632
C 1.64898 0.11770 -4.18948
O 1.11154 -0.52329 -3.32904
O 1.15772 1.23729 -4.71628
H 2.26384 3.69193 -6.61864
H 2.55087 3.63867 -4.94398
H 0.87357 3.42304 -5.46989
H 1.54512 1.31727 -6.72024
H 4.13784 1.27255 -4.81531
H 3.84855 0.72825 -6.38682
C 3.36287 0.58236 1.30209
C 3.20445 0.36669 2.81539
C 4.57231 -0.06400 3.41959
O 5.05412 1.14216 3.95308
C 4.08919 2.08718 3.94322
O 4.24281 3.17587 4.42757
O 2.94260 1.57228 3.54913
H 4.07147 1.39895 1.13063
H 2.45196 0.96860 0.83536
H 3.54300 -0.31333 0.71192
H 2.28277 -0.20593 2.90591
H 5.15102 -0.43090 2.57102
H 4.51186 -0.87471 4.14843
C 1.70764 3.17920 -0.99836
C 1.54825 4.50170 -1.72356
C 1.81429 5.71935 -0.81175
O 2.55481 6.58733 -1.66284
C 3.00873 5.91084 -2.73451
O 3.75101 6.29465 -3.57288
O 2.44559 4.66783 -2.78920
H 1.05228 3.30264 -0.13330
H 2.75340 3.19777 -0.67842
H 1.50251 2.25772 -1.53531
H 0.49526 4.65447 -1.98293
H 2.32331 5.56432 0.14344
H 0.85296 6.13671 -0.50771
C 3.07725 -6.24834 3.73365
C 1.85800 -6.63081 2.92157
C 1.18759 -5.46933 2.13728
O 0.96184 -6.00149 0.85314
C 1.63743 -7.15519 0.68317
O 1.74326 -7.77550 -0.32563
O 2.23998 -7.47147 1.81318
H 2.76573 -5.51879 4.48081
H 3.86197 -5.94146 3.04254
H 3.50716 -7.07954 4.29466
H 1.14451 -7.20096 3.51599
H 1.78140 -4.55895 2.03298
H 0.24800 -5.19463 2.60724
C -4.41641 -3.43975 2.09090
C -3.85510 -4.77047 1.73966
C -2.29993 -4.84469 1.63345
O -1.89383 -5.97496 2.40548
C -2.97026 -6.44859 3.05346
O -2.96678 -7.46891 3.70441
O -4.01419 -5.67913 2.87889
H -4.84299 -2.86034 1.27448
H -3.75592 -2.78929 2.66912
H -5.21272 -3.55879 2.83279
H -4.26453 -5.38062 0.93129
H -1.89033 -4.05476 2.28603
H -1.87152 -4.64067 0.65481
*
```

HOMO energy, eV: -10.57
HOMO-LUMO gap, eV: 10.5128
Structure (SMILES): C[C@H]1COC(=O)O1.C[C@H]1COC(=O)O1.C[C@H]1COC(=O)O1.C[C@H]1COC(=O)O1.C[C@H]1COC(=O)O1.C[C@H]1COC(=O)O1.C[C@H]1COC(=O)O1

Here are the Mulliken charges for atoms 1 to 4, given in e: -1.457 0.405 -0.274 -0.014



x.
7 unconnected molecules or ions with the total composition C28H42O21. Source: the OMol25 dataset; level of theory: wB97M-V/def2-TZVPD.

```
! RIJCOSX wB97M-V def2-TZVPD def2/J DEFGRID3
* xyz 0 1
C -4.70174 0.79578 -4.13301
C -3.54961 0.55190 -5.09592
C -3.31285 1.77208 -5.98048
O -1.90048 1.98097 -5.80781
C -1.32572 1.07772 -4.97340
O -0.15208 0.99362 -4.82900
O -2.32909 0.29727 -4.45933
H -4.53337 1.72134 -3.58248
H -4.88659 -0.09916 -3.53886
H -5.60162 1.05671 -4.69001
H -3.74379 -0.23380 -5.82603
H -3.78803 2.72494 -5.74733
H -3.75162 1.46482 -6.92979
C -6.48487 -5.29381 -0.08895
C -5.14881 -5.26904 -0.78998
C -4.73060 -3.92425 -1.38504
O -3.52573 -3.66243 -0.68722
C -3.15634 -4.58873 0.14160
O -2.17731 -4.64602 0.90237
O -4.14595 -5.53025 0.19688
H -7.28306 -4.76210 -0.60691
H -6.38530 -4.69580 0.81691
H -6.80357 -6.28999 0.21791
H -5.12903 -6.04664 -1.55355
H -5.49254 -3.20513 -1.08438
H -4.63602 -4.03797 -2.46496
C 2.61173 5.47764 -2.31223
C 1.15539 6.00225 -2.49833
C 0.44462 5.75668 -3.79980
O -0.84336 5.33027 -3.38768
C -0.88718 4.98758 -2.11997
O -1.86812 4.47627 -1.59762
O 0.36300 5.26919 -1.55707
H 2.64563 4.40821 -2.52023
H 2.93698 5.64477 -1.28540
H 3.29949 5.98915 -2.98562
H 1.00302 6.98616 -2.05470
H 0.95584 5.06687 -4.47131
H 0.24751 6.63690 -4.41172
C -1.07264 0.38669 1.02997
C 0.42832 -0.13826 1.03505
C 1.38064 0.40685 -0.01811
O 2.57767 0.60135 0.72761
C 2.27448 0.66608 2.04076
O 3.06157 0.88778 2.95041
O 0.99573 0.37840 2.22701
H -1.56651 0.24661 0.06842
H -1.06112 1.46395 1.19575
H -1.72832 -0.03638 1.79102
H 0.40016 -1.22680 0.98608
H 1.08850 1.31711 -0.54173
H 1.44692 -0.33910 -0.81011
C 9.01713 -0.62948 3.77665
C 9.05034 0.60265 2.89389
C 8.68870 1.92162 3.50483
O 9.87375 2.60472 3.40108
C 10.85465 1.91261 2.88367
O 11.99364 2.35955 2.64183
O 10.44197 0.66220 2.65039
H 9.72933 -0.61898 4.60173
H 9.24441 -1.52382 3.19648
H 8.02516 -0.78768 4.19982
H 8.50197 0.48797 1.95888
H 8.41675 1.77591 4.55025
H 7.86700 2.43565 3.00616
C 3.83742 -5.53665 2.55867
C 3.84738 -4.31460 1.61202
C 5.29361 -4.01548 1.15583
O 5.08869 -3.77782 -0.21853
C 3.89966 -4.14849 -0.64585
O 3.50712 -4.04975 -1.77037
O 3.11078 -4.49414 0.40075
H 4.47608 -5.46230 3.43883
H 4.09129 -6.47843 2.07214
H 2.81623 -5.67007 2.91569
H 3.37179 -3.45506 2.08435
H 5.91980 -4.89865 1.28225
H 5.75906 -3.19415 1.70069
C -6.62967 3.08815 3.12359
C -7.30095 1.76533 2.75859
C -6.78104 1.02840 1.49835
O -6.54147 -0.30375 1.92276
C -6.60699 -0.37163 3.21724
O -6.19036 -1.33607 3.83761
O -6.93439 0.81814 3.71801
H -6.88742 3.32893 4.15495
H -7.01031 3.94672 2.57034
H -5.54611 2.97174 3.10247
H -8.38289 1.89567 2.73578
H -5.93109 1.51815 1.02313
H -7.59524 1.14449 0.78302
*
```

HOMO energy, eV: -10.51
HOMO-LUMO gap, eV: 10.6152
Structure (SMILES): C[C@H]1COC(=O)O1.C[C@H]1COC(=O)O1.C[C@H]1COC(=O)O1.C[C@H]1COC(=O)O1.C[C@H]1COC(=O)O1.C[C@H]1COC(=O)O1.C[C@H]1COC(=O)O1

Here are the Mulliken charges for atoms 1 to 4, given in e: -1.290 0.486 -0.494 -0.365



Which of them is the most stable, and which is the least stable? w and x, in that order.